No. 1
DFT (ωB97M-V with the def2-TZVPD basis set) results for the ion CH6N3OS with charge +1 in a non-equilibrium geometry.

E_LUMO ... -0.18331 Ha
HOMO level ... -14.786 eV
Total energy ... -18478.6024 eV
Total charge ... +1
ΔE to the lowest compared entry with this formula, charge and spin ... 40.1 kcal/mol

Element x y z (Å)
C: 0.343 1.094 1.288
N: 0.774 1.824 0.285
N: -1.138 -1.933 -0.088
N: 0.498 -0.597 -1.621
O: 0.273 -0.126 1.134
S: 0.422 -1.496 -0.464
H: 0.916 2.774 0.333
H: 1.465 1.392 -0.331
H: -1.284 -2.448 0.778
H: -1.860 -1.413 -0.396
H: -0.132 1.459 2.237
H: 0.014 -0.388 -2.505


No. 2
DFT (ωB97M-V with the def2-TZVPD basis set) results for a cluster of 3 separate species, C39H33Br2NO5PS in total in a non-equilibrium geometry.

E_LUMO ... -0.16885 Ha
HOMO level ... -11.260 eV
Total energy ... -212910.8463 eV
Total charge ... +1

Element x y z (Å)
C: -4.212 0.558 -2.157
C: -3.329 -0.338 -1.279
S: -4.060 -1.951 -0.846
C: -4.534 -1.881 0.935
C: -4.903 -0.466 1.362
C: -4.133 0.297 2.289
C: -2.914 -0.356 2.900
Br: -3.455 -1.652 4.275
C: -1.822 0.602 3.404
C: -2.174 1.397 4.696
C: -4.547 1.589 2.569
C: -5.679 2.107 2.007
N: -6.400 1.364 1.177
C: -6.038 0.111 0.834
P: -7.206 -0.800 -0.360
O: -8.346 -1.382 0.694
Br: -8.181 0.870 -1.521
H: -4.347 0.159 -3.168
H: -5.198 0.765 -1.726
H: -3.699 1.524 -2.270
H: -2.392 -0.513 -1.823
H: -3.041 0.227 -0.380
H: -5.448 -2.483 1.009
H: -3.737 -2.291 1.552
H: -2.457 -0.960 2.107
H: -0.970 -0.036 3.672
H: -1.452 1.270 2.615
H: -2.374 2.451 4.461
H: -1.300 1.404 5.356
H: -3.018 0.970 5.246
H: -3.978 2.219 3.244
H: -5.983 3.114 2.279
H: -7.257 1.761 0.794
H: -7.893 -1.693 1.493
C: 0.748 -1.153 -6.984
C: 1.712 -0.538 -7.777
C: 2.380 0.584 -7.315
C: 2.080 1.103 -6.062
C: 1.097 0.499 -5.275
C: 0.441 -0.636 -5.737
C: 0.729 1.068 -3.952
O: -0.126 0.540 -3.264
C: 1.420 2.302 -3.490
C: 1.052 2.881 -2.282
C: 1.697 4.022 -1.835
C: 2.722 4.585 -2.589
C: 3.090 4.015 -3.796
C: 2.436 2.879 -4.255
C: 2.819 2.298 -5.571
O: 3.710 2.791 -6.230
H: 0.234 -2.035 -7.344
H: 1.942 -0.937 -8.757
H: 3.133 1.059 -7.930
H: -0.312 -1.113 -5.123
H: 0.258 2.442 -1.692
H: 1.405 4.475 -0.895
H: 3.230 5.473 -2.235
H: 3.883 4.456 -4.385
C: 0.847 -2.092 4.182
C: 0.717 -2.889 3.048
C: 1.823 -3.165 2.263
C: 3.063 -2.636 2.601
C: 3.189 -1.819 3.725
C: 2.079 -1.558 4.520
C: 4.500 -1.204 4.076
O: 4.606 -0.496 5.056
C: 5.668 -1.470 3.195
C: 6.885 -0.861 3.473
C: 7.984 -1.112 2.667
C: 7.874 -1.979 1.585
C: 6.661 -2.584 1.299
C: 5.553 -2.326 2.096
C: 4.249 -2.956 1.757
O: 4.147 -3.710 0.812
H: -0.018 -1.885 4.801
H: -0.251 -3.297 2.780
H: 1.724 -3.789 1.384
H: 2.180 -0.934 5.399
H: 6.974 -0.189 4.316
H: 8.930 -0.633 2.883
H: 8.736 -2.178 0.961
H: 6.576 -3.255 0.455


No. 3
DFT (ωB97M-V with the def2-TZVPD basis set) results for a structure of composition C15H12IN3OV in a non-equilibrium geometry.

E_LUMO (spin up / spin down) ... -0.50604 / -0.50580 Ha
HOMO level (spin up / spin down) ... -19.180 / -19.181 eV
Total energy ... -56023.0610 eV
Total charge ... +3

Element x y z (Å)
V: 0.000 0.000 0.000
C: 0.039 0.067 4.342
C: -0.714 -1.236 4.569
C: -1.111 -1.924 3.517
C: -0.762 -1.320 2.080
N: -0.073 -0.126 2.023
C: 0.320 0.554 3.125
C: -1.234 -2.138 0.743
C: -2.028 -3.513 0.921
C: -2.392 -4.142 -0.178
C: -2.034 -3.522 -1.521
C: -1.366 -2.367 -1.646
N: -0.978 -1.694 -0.537
H: 0.374 0.647 5.135
H: -0.894 -1.548 5.595
H: -1.672 -2.896 3.740
H: 0.803 1.391 2.845
H: -2.320 -4.019 1.905
H: -2.936 -5.084 -0.181
H: -2.296 -3.977 -2.417
H: -1.073 -1.859 -2.463
I: 0.156 0.946 -3.328
C: -0.938 2.084 -1.961
C: -1.599 3.221 -2.405
C: -2.324 3.966 -1.478
C: -2.361 3.552 -0.151
C: -1.669 2.403 0.197
N: -0.958 1.660 -0.678
H: -1.561 3.531 -3.444
H: -2.854 4.862 -1.789
H: -2.916 4.110 0.594
H: -1.668 2.039 1.220
O: 1.521 0.000 -0.538


No. 4
DFT (ωB97M-V with the def2-TZVPD basis set) results for a structure of composition C11H17Cl2NO3Pd in a non-equilibrium geometry.

Multiplicity ... 5
E_LUMO (spin up / spin down) ... 0.19965 / 0.15669 Ha
HOMO level (spin up / spin down) ... -0.516 / -1.385 eV
Total energy ... -47836.2029 eV
Total charge ... -2
ΔE to the lowest compared entry with this formula, charge and spin ... 42.6 kcal/mol

Element x y z (Å)
C: -0.619 -0.330 -1.159
C: -1.163 -1.109 -0.066
C: -0.073 -1.543 0.748
C: -2.570 -1.401 0.158
C: 1.142 -1.146 0.122
C: 0.829 -0.391 -1.048
C: 1.768 0.034 -2.104
C: -1.344 0.092 -2.375
C: -0.165 -2.342 1.989
C: 2.510 -1.449 0.603
Pd: -0.170 1.443 0.312
Cl: -2.846 -0.276 2.658
Cl: -2.384 1.980 -0.080
O: 1.833 1.555 0.756
H: -3.208 -0.953 -0.596
H: -2.878 -0.883 1.259
H: -2.747 -2.475 0.267
H: -1.031 -2.025 2.590
H: 0.737 -2.206 2.600
H: -0.265 -3.419 1.771
H: 2.547 -1.435 1.696
H: 3.205 -0.697 0.221
H: 2.840 -2.440 0.263
H: 2.721 0.336 -1.652
H: 1.350 0.883 -2.659
H: 1.967 -0.788 -2.812
H: -2.330 0.476 -2.094
H: -1.461 -0.748 -3.074
H: -0.796 0.900 -2.870
H: 1.803 1.891 1.670
O: 0.328 2.622 -1.188
H: 1.224 2.859 -0.855
O: -0.276 5.433 2.105
C: -0.250 4.331 1.637
N: -0.229 3.221 1.207


No. 5
DFT (ωB97M-V with the def2-TZVPD basis set) results for the ion C5H9N with charge +1 in a non-equilibrium geometry.

Multiplicity ... 2
E_LUMO (spin up / spin down) ... -0.15294 / -0.26695 Ha
HOMO level (spin up / spin down) ... -14.813 / -14.728 eV
Total energy ... -6811.7016 eV
Total charge ... +1
ΔE to the lowest compared entry with this formula, charge and spin ... 27.1 kcal/mol

Element x y z (Å)
C: -0.160 -0.748 2.110
N: 0.634 -0.018 1.063
C: 0.134 0.444 -0.074
C: -1.059 1.162 -0.035
C: 0.243 -0.231 -2.450
C: 0.832 0.115 -1.315
H: -0.894 -1.353 1.580
H: 0.536 -1.385 2.637
H: -0.699 -0.042 2.732
H: 1.550 -0.450 1.058
H: -1.549 1.361 0.909
H: -1.438 1.560 -0.964
H: 0.808 -0.409 -3.348
H: -0.834 -0.312 -2.515
H: 1.896 0.306 -1.385


No. 6
DFT (ωB97M-V with the def2-TZVPD basis set) results for a structure of composition C30H46IrN7OSi.

Multiplicity ... 5
E_LUMO (spin up / spin down) ... -0.16786 / -0.25180 Ha
HOMO level (spin up / spin down) ... -12.076 / -13.548 eV
Total energy ... -55037.1015 eV
Total charge ... +2
ΔE to the lowest compared entry with this formula, charge and spin ... 9.8 kcal/mol

Element x y z (Å)
Ir: -0.568 1.107 0.763
C: -1.367 3.880 2.093
C: -0.025 3.968 1.385
N: 0.787 2.742 1.558
C: 1.392 2.547 2.890
C: 0.411 1.967 3.915
N: -0.415 0.919 3.303
C: -1.820 0.883 3.722
C: -2.681 1.977 3.040
N: -2.059 2.588 1.843
H: -1.981 4.711 1.755
H: -1.247 4.012 3.163
H: 0.509 4.853 1.735
H: -0.185 4.082 0.312
H: 1.515 2.773 0.851
H: 1.795 3.488 3.267
H: 2.230 1.865 2.761
H: -0.239 2.748 4.302
H: 0.970 1.593 4.773
H: -0.002 0.014 3.472
H: -1.921 0.971 4.806
H: -2.212 -0.093 3.441
H: -2.940 2.760 3.753
H: -3.619 1.517 2.732
H: -2.779 2.749 1.155
C: -1.104 -0.957 0.881
Si: -0.391 -2.219 -0.249
C: 1.554 -2.345 0.178
N: 2.133 -1.117 0.536
C: 2.496 -0.805 1.909
C: 4.037 -0.791 2.022
C: 4.677 -0.263 0.726
C: 3.727 0.676 -0.023
C: 2.442 -0.067 -0.436
C: -0.955 -3.939 0.107
C: -0.909 -4.437 1.416
C: -1.356 -5.717 1.708
C: -1.861 -6.521 0.691
C: -1.915 -6.046 -0.612
C: -1.464 -4.762 -0.904
C: -0.578 -1.840 -2.061
C: -1.882 -1.611 -2.522
C: -2.148 -1.408 -3.870
C: -1.109 -1.422 -4.793
C: 0.191 -1.656 -4.363
C: 0.449 -1.872 -3.011
H: -0.964 -1.322 1.907
H: -2.198 -0.976 0.723
H: 1.998 -2.755 -0.737
H: 1.615 -3.064 0.995
H: 2.037 -1.522 2.587
H: 2.098 0.188 2.120
H: 4.391 -1.799 2.236
H: 4.299 -0.168 2.878
H: 4.928 -1.101 0.072
H: 5.613 0.244 0.951
H: 4.198 1.064 -0.922
H: 3.479 1.543 0.598
H: 2.520 -0.517 -1.423
H: 1.598 0.623 -0.461
H: -0.521 -3.819 2.226
H: -1.316 -6.089 2.725
H: -2.209 -7.523 0.917
H: -2.305 -6.677 -1.403
H: -1.506 -4.406 -1.928
H: -2.714 -1.626 -1.818
H: -3.169 -1.262 -4.207
H: -1.314 -1.278 -5.847
H: 1.002 -1.693 -5.080
H: 1.471 -2.093 -2.722
C: 1.428 2.822 -4.063
N: 0.158 2.427 -3.434
C: -1.008 2.402 -4.130
C: -2.172 2.057 -3.555
C: -2.124 1.702 -2.183
N: -0.992 1.725 -1.484
C: 0.189 2.120 -2.083
O: 1.261 2.205 -1.485
N: -3.243 1.348 -1.529
H: 1.254 2.960 -5.126
H: 2.169 2.045 -3.909
H: 1.797 3.746 -3.626
H: -0.944 2.675 -5.175
H: -3.096 2.042 -4.118
H: -4.122 1.274 -2.011
H: -3.167 0.975 -0.598


No. 7
DFT (ωB97M-V with the def2-TZVPD basis set) results for a structure of composition C42H45N3O11PPt in a non-equilibrium geometry.

E_LUMO ... 0.03825 Ha
HOMO level ... -3.613 eV
Total energy ... -83816.2524 eV
Total charge ... -1
ΔE to the lowest compared entry with this formula, charge and spin ... 54.7 kcal/mol

Element x y z (Å)
Pt: -0.054 0.260 -0.976
C: 4.308 1.016 -0.689
O: 3.684 0.394 -1.790
P: 2.113 -0.026 -1.871
O: 2.014 0.043 -3.476
C: 1.934 1.244 -4.217
O: 2.241 -1.642 -1.769
C: 3.103 -2.399 -2.600
H: 5.304 1.310 -1.026
H: 4.397 0.321 0.147
H: 3.739 1.895 -0.396
H: 2.120 0.979 -5.258
H: 2.684 1.963 -3.883
H: 0.939 1.682 -4.123
H: 3.214 -3.378 -2.133
H: 4.078 -1.917 -2.689
H: 2.667 -2.511 -3.593
O: -4.486 4.061 -0.920
C: -3.300 4.022 -0.266
C: -2.876 5.128 0.470
C: -1.701 5.096 1.196
C: -0.935 3.946 1.196
C: -1.335 2.862 0.436
C: -2.500 2.871 -0.315
C: -2.884 1.652 -1.150
O: -3.874 1.699 -1.868
O: -2.182 0.591 -1.034
H: -4.929 4.900 -0.743
H: -3.487 6.028 0.474
H: -1.397 5.963 1.768
H: -0.024 3.881 1.774
H: -0.728 1.964 0.437
O: 1.976 2.594 -1.358
C: 0.855 2.951 -1.752
O: -0.037 2.166 -2.168
C: 0.464 4.406 -1.770
C: -0.757 4.720 -2.353
C: -1.260 6.012 -2.352
C: -0.492 6.969 -1.736
O: -0.760 8.309 -1.563
C: 0.284 8.798 -0.756
O: 1.278 7.812 -0.612
C: 0.741 6.662 -1.160
C: 1.253 5.389 -1.166
H: -1.331 3.918 -2.788
H: -2.217 6.245 -2.788
H: -0.122 9.064 0.239
H: 0.714 9.697 -1.221
H: 2.200 5.141 -0.714
C: -3.034 -0.905 1.696
C: -2.877 -0.164 3.018
C: -3.257 1.311 2.870
C: -1.489 -0.270 3.602
C: -1.400 -0.509 4.957
C: -0.189 -0.580 5.626
C: 0.984 -0.460 4.895
C: 0.970 -0.230 3.539
C: 2.302 -0.123 2.833
C: 2.500 1.282 2.259
C: 2.463 -1.198 1.757
C: -0.280 -0.046 2.833
O: -0.298 0.358 1.635
H: -4.067 -0.854 1.357
H: -2.751 -1.951 1.808
H: -2.405 -0.455 0.934
H: -3.570 -0.612 3.746
H: -2.522 1.827 2.262
H: -3.311 1.790 3.849
H: -4.225 1.407 2.383
H: -2.316 -0.632 5.524
H: -0.158 -0.727 6.698
H: 1.934 -0.534 5.409
H: 3.080 -0.294 3.593
H: 1.870 1.420 1.382
H: 3.540 1.433 1.979
H: 2.237 2.033 3.002
H: 1.868 -0.943 0.881
H: 2.131 -2.167 2.127
H: 3.508 -1.287 1.462
N: -0.206 -6.790 -0.039
C: -0.164 -8.065 -0.527
C: -0.133 -9.302 0.087
C: -0.088 -10.416 -0.736
C: -0.061 -10.286 -2.123
C: -0.085 -9.052 -2.743
C: -0.144 -7.916 -1.940
N: -0.183 -6.598 -2.271
C: -0.222 -5.932 -1.129
C: -0.271 -4.516 -0.997
C: -0.218 -3.855 0.249
C: -0.346 -2.494 0.307
N: -0.537 -1.729 -0.776
C: -0.564 -2.338 -1.981
C: -0.426 -3.688 -2.132
H: -0.271 -6.523 0.927
H: -0.137 -9.397 1.163
H: -0.074 -11.403 -0.295
H: -0.022 -11.180 -2.728
H: -0.055 -8.957 -3.816
H: -0.102 -4.403 1.173
H: -0.343 -1.983 1.255
H: -0.743 -1.695 -2.834
H: -0.475 -4.152 -3.103


No. 8
DFT (ωB97M-V with the def2-TZVPD basis set) results for a structure of composition C16H18N2O3S2 in a non-equilibrium geometry.

E_LUMO ... 0.00247 Ha
HOMO level ... -7.928 eV
Total energy ... -47664.5395 eV
ΔE to the lowest compared entry with this formula, charge and spin ... 321.1 kcal/mol

Element x y z (Å)
C: -0.256 1.472 -2.499
C: -0.459 2.039 -1.190
H: -0.236 3.015 -1.207
H: 0.328 1.586 -0.522
O: -1.689 2.013 -0.865
C: -1.790 2.072 0.652
O: -0.926 2.494 1.540
C: -3.217 1.553 0.857
C: -3.356 0.108 0.538
C: -4.613 -0.479 0.304
S: -4.173 -2.373 0.007
C: -2.431 -1.949 0.203
N: -2.351 -0.481 0.500
N: -1.658 -2.972 0.207
C: -0.249 -2.809 0.100
O: 0.434 -3.679 -0.151
C: 0.267 -1.531 0.988
C: -0.071 -1.173 2.237
S: 0.775 -0.075 2.688
C: 1.897 -0.036 1.460
C: 1.531 -0.968 0.390
C: 2.337 -1.309 -0.643
C: 3.620 -0.711 -0.704
C: 3.571 0.817 -0.125
H: 2.845 1.220 -1.185
C: 2.941 0.887 1.138
H: 3.788 0.811 1.818
H: 2.724 1.779 1.380
H: 4.549 1.388 -0.270
H: 4.188 -1.122 0.000
H: 4.061 -0.764 -1.801
H: 1.662 -0.793 -1.762
H: 2.258 -2.359 -0.943
H: -0.908 -1.478 2.724
H: -1.982 -3.670 -0.238
H: -5.570 -0.335 0.298
H: -3.393 1.715 1.880
H: -3.969 2.164 0.700
H: -0.883 1.935 -3.228
H: -0.303 0.313 -2.463
H: 0.707 1.684 -2.810